Entry from the OMol25 dataset: a molecular structure, C35H34IN4O3PS2V (ωB97M-V with the def2-TZVPD basis set).

Values from the calculation:
molar mass	831.64	g mol⁻¹
frontier orbital gap (spin up / spin down)	6.87 / 6.20	eV
spin multiplicity	2
⟨S²⟩	0.79
ΔE to the lowest compared entry with this formula, charge and spin	2.1	kcal per mole

Last column: Mulliken charge in e.
Geometry (Å):
V (0.2207, 1.0725, 0.7948)  0.85
I (2.0915, -0.9329, 0.0712)  0.29
C (3.4696, 0.5623, -0.4095)  0.71
C (4.5606, 0.2257, -1.1562)  -0.64
C (5.5153, 1.2211, -1.4653)  -0.73
C (5.3595, 2.4833, -0.9787)  -0.80
C (4.2351, 2.8346, -0.1856)  0.87
C (4.1159, 4.1289, 0.3728)  -1.09
C (3.0448, 4.4103, 1.1721)  -1.05
C (2.0196, 3.4631, 1.3677)  -0.07
C (2.0100, 2.2072, 0.7831)  0.25
C (3.2182, 1.8789, 0.0713)  0.22
H (4.7059, -0.7895, -1.5005)  0.43
H (6.3794, 0.9625, -2.0637)  0.41
H (6.1082, 3.2419, -1.1748)  0.39
H (4.8914, 4.8617, 0.1862)  0.38
H (2.9669, 5.3825, 1.6466)  0.41
H (1.1853, 3.7689, 1.9925)  0.59
C (0.5197, -0.6754, 5.1274)  -0.66
O (-0.7776, -0.6530, 4.5083)  -0.49
C (-0.8208, -0.1085, 3.3042)  0.50
O (0.1665, 0.3853, 2.7632)  -0.56
N (-2.0506, -0.1004, 2.7613)  -0.15
N (-2.1360, 0.2840, 1.4123)  -0.14
H (0.3483, -1.0631, 6.1260)  0.25
H (0.9366, 0.3282, 5.1639)  0.30
H (1.1832, -1.3311, 4.5670)  0.27
H (-2.7331, -0.7435, 3.1368)  0.29
H (-2.9606, 0.8607, 1.3016)  0.27
H (-2.1949, -0.5762, 0.8540)  -0.30
C (-0.7988, 5.1238, -2.8339)  -1.14
N (-0.5274, 4.9320, -1.4179)  -0.12
N (-0.5972, 3.6554, -0.8852)  1.02
C (-0.9393, 3.7347, 0.4275)  0.37
O (-0.9369, 2.7246, 1.1735)  -0.56
C (-1.2078, 5.1040, 0.7064)  -1.58
C (-0.9579, 5.7900, -0.4469)  0.98
C (-1.1079, 7.2392, -0.7439)  -1.54
C (-0.0267, 2.5192, -1.5209)  -0.27
C (-0.7587, 1.3286, -1.5530)  -0.42
C (-0.2712, 0.2626, -2.3330)  -0.80
C (0.9050, 0.3992, -3.0311)  -0.75
C (1.6375, 1.5952, -2.9695)  -0.79
C (1.1814, 2.6528, -2.2208)  0.60
H (-0.4016, 4.2776, -3.3870)  0.42
H (-0.2862, 6.0229, -3.1672)  0.37
H (-1.8711, 5.2100, -3.0252)  0.35
H (-1.4946, 5.5065, 1.6605)  0.45
H (-1.2732, 7.7885, 0.1795)  0.39
H (-1.9581, 7.4210, -1.4044)  0.30
H (-0.2140, 7.6347, -1.2269)  0.34
H (-1.7600, 1.2910, -1.1448)  0.50
H (-0.8415, -0.6572, -2.3679)  0.37
H (1.2781, -0.4277, -3.6204)  0.46
H (2.5795, 1.6817, -3.4948)  0.37
H (1.7390, 3.5780, -2.1483)  0.59
S (-3.8641, -2.6699, -0.5078)  -0.51
P (-2.1703, -3.5363, 0.0263)  0.41
S (-0.7157, -2.2879, 0.6340)  -0.72
C (-2.4504, -4.7621, 1.3536)  0.50
C (-3.7008, -5.3549, 1.4957)  -0.36
C (-3.9134, -6.3139, 2.4748)  -0.58
C (-2.8796, -6.6863, 3.3216)  -0.40
C (-1.6311, -6.0947, 3.1869)  -0.62
C (-1.4181, -5.1367, 2.2084)  -0.39
C (-1.4993, -4.5769, -1.3171)  0.32
C (-0.1447, -4.8891, -1.3738)  -0.28
C (0.3437, -5.7108, -2.3765)  -0.64
C (-0.5176, -6.2280, -3.3344)  -0.38
C (-1.8692, -5.9180, -3.2848)  -0.58
C (-2.3583, -5.0955, -2.2812)  -0.39
H (-4.5072, -5.0447, 0.8430)  0.32
H (-4.8913, -6.7664, 2.5795)  0.39
H (-3.0466, -7.4342, 4.0864)  0.37
H (-0.8224, -6.3777, 3.8488)  0.39
H (-0.4496, -4.6625, 2.1077)  0.36
H (0.5263, -4.4727, -0.6322)  0.33
H (1.3998, -5.9465, -2.4145)  0.40
H (-0.1355, -6.8665, -4.1206)  0.38
H (-2.5454, -6.3126, -4.0326)  0.39
H (-3.4085, -4.8335, -2.2457)  0.34